DFT (ωB97M-V/def2-TZVPD) results for the molecule C15H19N3O4.

The structure (SMILES) is N/C(=N\OC(=O)CCC1CCCC1)c1cccc([N+](=O)[O-])c1. The frontier orbital gap is 8.804 eV. The energy above the lowest of the compared OMol25 structures with the same formula, charge and spin is 4.875 eV.

```
41
C15H19N3O4 | OMol25 | ωB97M-V/def2-TZVPD
N 0.77406 1.03345 -0.81461
C 1.56679 -0.06543 -0.74382
N 1.50711 -1.06811 0.04814
O 0.55518 -1.21929 1.06297
C 0.15993 -0.26472 1.89831
O 0.51279 0.89387 1.86099
C -0.75071 -0.83773 2.95756
C -1.93436 -1.64623 2.41310
C -3.09661 -0.82743 1.83444
C -3.79141 0.06675 2.88361
C -3.93993 1.44313 2.23149
C -2.74622 1.52638 1.28566
C -2.69074 0.12133 0.69033
C 2.61781 -0.21386 -1.78010
C 3.77328 -0.94353 -1.49929
C 4.76729 -1.09252 -2.45091
C 4.62631 -0.51937 -3.70224
C 3.47050 0.19753 -3.98208
N 3.30381 0.79769 -5.28464
O 4.16488 0.59442 -6.11188
O 2.31405 1.47393 -5.46770
C 2.46578 0.35563 -3.03672
H 1.09081 1.79092 -1.39833
H 0.31340 1.32444 0.04145
H -0.13330 -1.50114 3.56814
H -1.08357 -0.00899 3.58211
H -1.56247 -2.32688 1.64526
H -2.33026 -2.25376 3.23040
H -3.81419 -1.55920 1.45112
H -4.75547 -0.34319 3.18248
H -3.17935 0.14698 3.78166
H -3.95461 2.24904 2.96393
H -4.86604 1.48674 1.65570
H -2.87013 2.29477 0.52309
H -1.83709 1.74353 1.84717
H -1.71658 -0.12848 0.27555
H -3.41672 0.04697 -0.12115
H 3.86924 -1.39154 -0.52390
H 5.65655 -1.65652 -2.21694
H 5.38575 -0.61659 -4.46261
H 1.57445 0.89701 -3.31776
```



DFT (ωB97M-V/def2-TZVPD) results for a structure of composition C15H19N3O4S.

The frontier orbital gap is 8.189 eV. The energy above the lowest of the compared OMol25 structures with the same formula, charge and spin is 16.233 eV.

```
42
C15H19N3O4S | OMol25 | ωB97M-V/def2-TZVPD
C 2.48708 -0.85685 4.30674
C 3.22765 -1.95948 3.68654
H 4.24129 -2.05049 4.04511
O 3.42232 -2.01783 2.32142
C 4.30704 -0.82742 1.81112
C 4.31976 -1.25882 0.39619
O 5.30490 -1.38665 -0.12322
N 3.18893 -1.36004 -0.43870
C 1.93568 -1.19953 0.06706
N 1.47254 -0.43667 1.13806
N 0.22310 -0.65185 1.24945
C -0.36861 -1.22218 0.45505
C -1.93931 -1.02561 0.59719
C -2.54681 -0.26039 -0.48654
C -3.04522 -0.46126 -1.67226
C -3.57410 0.36871 -2.36050
C -3.41644 1.89960 -2.08158
C -2.72576 2.13590 -0.91775
C -2.34318 1.16466 -0.30930
H -1.83762 1.29007 0.80858
O -2.40725 3.52608 -0.78445
C -1.84311 3.64595 0.49927
H -1.81434 4.82695 0.36243
H -2.45971 3.37745 1.40418
H -0.68345 3.45549 0.22059
O -3.89787 2.65745 -3.23828
C -3.77960 4.16634 -2.92632
H -2.75920 4.31447 -3.15937
H -4.26013 4.34442 -3.83289
H -4.38870 4.38483 -2.12010
H -4.03212 0.15579 -3.51870
H -3.19406 -1.50280 -1.90351
H -2.38350 -1.02952 1.51708
H -2.29830 -2.12774 0.33119
S 0.48182 -1.93415 -0.63243
H 3.11257 -1.85750 -1.46906
H 5.33666 -0.96201 2.07065
H 3.61892 -0.22833 2.09888
H 2.82162 -3.00713 3.98188
H 2.36160 -1.19302 5.33251
H 1.50389 -0.69755 3.82320
H 3.13456 -0.17050 4.34742
```



DFT (ωB97M-V/def2-TZVPD) results for the molecule C15H19NO5.

The structure (SMILES) is CC(=O)N(C)CCCCC1=C(CC(=O)O)C(=O)C=CC1=O. The frontier orbital gap is 8.430 eV. The energy above the lowest of the compared OMol25 structures with the same formula, charge and spin is 3.399 eV.

```
40
C15H19NO5 | OMol25 | ωB97M-V/def2-TZVPD
C 2.07807 -2.63116 0.88112
C 1.56110 -1.27033 1.37146
O 0.43821 -1.17068 1.75518
N 2.49170 -0.20346 1.35164
C 2.31066 0.73516 2.46423
C 2.56993 0.45814 0.04231
C 1.30057 1.32274 -0.30977
C 0.79041 1.11489 -1.75033
C -0.69757 1.50228 -1.96710
C -1.64839 1.03934 -0.87406
C -2.29250 -0.12438 -0.81942
C -2.18331 -1.17528 -1.90907
C -1.19511 -2.29877 -1.59034
O -1.57370 -3.38927 -1.45081
O 0.15217 -2.06749 -1.50622
C -3.16781 -0.37557 0.38584
O -4.01241 -1.20602 0.40069
C -2.95423 0.42313 1.65428
C -2.33179 1.57689 1.60072
C -1.84327 2.03475 0.25890
O -1.58153 3.18057 0.10299
H 1.26621 -3.36207 0.85368
H 2.43446 -2.48931 -0.15037
H 2.89863 -2.95381 1.53292
H 1.25200 1.04969 2.51349
H 2.48734 0.19908 3.40761
H 2.96619 1.60785 2.40029
H 3.45253 1.11100 0.06559
H 2.69507 -0.30918 -0.73801
H 1.61823 2.37114 -0.21151
H 0.55369 1.12308 0.47018
H 0.98030 0.10853 -2.14984
H 1.37970 1.78793 -2.39396
H -1.06263 1.10176 -2.92204
H -0.76789 2.59514 -2.04069
H -2.00120 -0.73367 -2.89644
H -3.16502 -1.66147 -1.98526
H 0.25391 -1.28759 -0.93207
H -3.29767 0.05473 2.61860
H -2.15503 2.21167 2.46560
```



DFT (ωB97M-V/def2-TZVPD) results for the molecule C15H19PSi.

The structure (SMILES) is C[Si](C)(C)P(c1ccccc1)c1ccccc1. The frontier orbital gap is 8.563 eV. The energy above the lowest of the compared OMol25 structures with the same formula, charge and spin is 0.000 eV.

```
36
C15H19PSi | OMol25 | ωB97M-V/def2-TZVPD
C 0.09849 -3.13875 -1.79523
Si 0.78230 -1.69299 -0.86185
C 0.90582 -2.12436 0.94648
C 2.47736 -1.29496 -1.56576
P -0.53139 0.13157 -1.10399
C 0.50573 1.56733 -0.67248
C 0.40557 2.62062 -1.52822
C 1.18043 3.77486 -1.30740
C 2.08580 3.76600 -0.25923
C 2.22887 2.69941 0.56943
C 1.42442 1.58157 0.37829
C -1.73938 0.06829 0.25988
C -2.03669 1.05400 1.14840
C -2.89097 0.81269 2.20721
C -3.45882 -0.44254 2.36829
C -3.24490 -1.42322 1.44426
C -2.36770 -1.17980 0.37632
H 0.86145 -3.84001 -2.11208
H -0.40153 -2.82642 -2.73107
H -0.62870 -3.60941 -1.15258
H 1.32678 -1.37119 1.60445
H -0.07262 -2.39824 1.33271
H 1.53739 -2.99363 1.01042
H 3.09922 -2.16804 -1.61175
H 2.93286 -0.53066 -0.92602
H 2.43189 -1.02697 -2.60924
H -0.38658 2.66653 -2.29031
H 1.06603 4.64582 -1.92498
H 2.71346 4.63259 -0.09910
H 2.91011 2.70893 1.39231
H 1.39377 0.79796 1.12559
H -1.57393 1.99519 1.02189
H -3.18396 1.58960 2.91399
H -4.11960 -0.66718 3.20204
H -3.67760 -2.40196 1.54464
H -2.05343 -1.98264 -0.29531
```



DFT (ωB97M-V/def2-TZVPD) results for a structure of composition C15H20BeN2O.

The frontier orbital gap (spin up / spin down) is 3.122 / 3.159 eV. The energy above the lowest of the compared OMol25 structures with the same formula, charge and spin is 4.632 eV.

```
39
C15H20BeN2O | OMol25 | ωB97M-V/def2-TZVPD
C 3.44220 -0.76763 1.40349
C 0.54323 0.08496 2.45284
H 3.83556 -1.39574 0.58211
H 3.69486 -1.21351 2.38586
H 3.98673 0.19721 1.40220
H 0.78604 -0.27217 3.47413
H 0.57271 1.18596 2.48393
H -0.49754 -0.19565 2.26185
C 2.22552 0.56459 -0.88558
C 2.36989 0.76703 -2.25776
C 1.35135 0.36204 -3.11154
C 0.21024 -0.19102 -2.55029
H 3.03963 0.86006 -0.21680
H 3.28769 1.21576 -2.63126
H 1.41321 0.47943 -4.19219
H -0.63404 -0.46842 -3.17808
N 1.16530 -0.04920 -0.31818
C 0.09842 -0.34129 -1.15934
C -1.27686 -0.61025 -0.64206
N -1.56817 -0.27028 0.61938
C -2.79306 -0.37777 1.11685
C -3.64223 -1.08040 -1.00424
C -3.89274 -0.74358 0.32771
H -2.92563 -0.12410 2.17673
H -4.88554 -0.76790 0.76873
C -2.33399 -1.06865 -1.47721
H -2.09626 -1.40567 -2.47607
H -4.45992 -1.36932 -1.66586
Be 1.73127 -0.55411 1.40690
C 1.28803 -2.23610 1.49322
H 0.63035 -2.45716 0.62960
H 0.74116 -2.47959 2.42091
H 2.20064 -2.85467 1.41565
C -1.70705 2.91395 -0.38943
C -0.46978 2.96514 0.29244
O 0.61877 2.99768 0.69956
H -1.75683 1.99813 -1.00615
H -1.79238 3.81592 -1.03446
H -2.50078 2.88636 0.38239
```



DFT (ωB97M-V/def2-TZVPD) results for a cluster of 2 separate species, C15H20Br2F3O5P in total.

The structure (SMILES) is CCP(C)C1=C(CC[C@](F)(Br)C(F)(F)Br)C(=O)OC1=O.CCOC(C)=O. The frontier orbital gap is 8.321 eV. The energy above the lowest of the compared OMol25 structures with the same formula, charge and spin is 0.000 eV.

```
46
C15H20Br2F3O5P | OMol25 | ωB97M-V/def2-TZVPD
C -1.03252 1.18856 2.74533
C -0.97874 2.51727 1.97732
P 0.64356 2.93374 1.18081
C 0.03949 3.85804 -0.29169
C 1.02423 1.34373 0.36212
C 2.16427 0.64333 0.39705
C 3.45772 0.91411 1.09753
C 3.89727 -0.19400 2.06432
C 2.92376 -0.49073 3.19346
F 1.74559 -0.95725 2.68634
Br 2.55504 1.09576 4.22925
C 3.46983 -1.62275 4.09379
F 3.55787 -2.72445 3.34361
F 4.70284 -1.31163 4.49831
Br 2.38762 -2.03304 5.63377
C 1.98824 -0.57683 -0.46229
O 2.71986 -1.50057 -0.60892
O 0.76618 -0.48439 -1.09269
C 0.08916 0.60033 -0.53378
O -1.05543 0.79567 -0.78114
H -2.07188 0.86739 2.85190
H -0.61123 1.28716 3.74717
H -0.50048 0.38054 2.23926
H -1.16074 3.33294 2.68651
H -1.77521 2.55924 1.23102
H 0.79103 3.86520 -1.08428
H -0.11919 4.89257 0.02843
H -0.89907 3.46026 -0.68001
H 3.39943 1.88096 1.60045
H 4.23905 0.97611 0.33070
H 4.85160 0.08853 2.51349
H 4.05148 -1.12669 1.51442
C -1.52133 -1.97008 -3.28165
C -2.51869 -0.86812 -3.56186
O -3.32814 -1.14129 -4.71475
C -4.44259 -1.89897 -4.66315
C -4.77529 -2.65486 -3.39643
O -5.11981 -1.99215 -5.65044
H -2.01649 -2.91075 -3.03713
H -0.88971 -1.68474 -2.44268
H -0.89069 -2.14122 -4.15445
H -3.14326 -0.65354 -2.69490
H -2.00040 0.05605 -3.81241
H -4.35556 -3.65745 -3.48150
H -5.85672 -2.74230 -3.33628
H -4.40196 -2.19969 -2.48394
```